Here is a cluster of 13 separate species, C47H124N4O21 in total at a distorted geometry from the OMol25 dataset. Energies are from wB97M-V/def2-TZVPD.

Geometry as XYZ:
```
196
Properties=species:S:1:pos:R:3:lowdin_charge:R:1
O -1.0924 -3.0129 -2.6723 -0.087
O 6.3226 1.4128 -2.6141 -0.152
O -11.1882 -6.3756 5.2576 -0.152
O -2.4170 6.5883 -5.9699 -0.048
O 4.2914 -2.3201 3.6396 -0.185
O 1.2500 -3.3972 -1.1766 -0.080
O -2.0577 6.7694 2.6668 -0.080
O 0.4292 2.0295 -1.8124 -0.204
O -2.4437 -4.1681 -5.9069 -0.045
O 4.6229 1.1214 0.6865 -0.071
O -0.9981 -1.8946 1.8995 -0.212
O -3.7492 2.2233 1.1416 -0.083
O -7.1375 -4.1503 1.6846 -0.185
O 0.1873 2.4283 -5.6890 -0.047
O 3.8401 2.8622 -6.0541 -0.071
O 0.7951 -4.4321 1.0917 -0.103
O 11.9195 2.0523 -3.9147 -0.205
O -2.6208 -5.8798 0.2410 -0.048
O 3.0499 -2.9232 9.3783 -0.188
O -4.1815 4.8603 2.5995 -0.039
O -6.6856 0.2854 -4.1850 -0.049
N 9.1476 2.4672 -2.3402 -0.040
N 1.9910 -2.8456 5.7876 -0.088
N -1.5729 0.3475 -0.4958 -0.036
N -9.7783 -5.1916 1.8586 0.213
C 3.1605 -2.6332 7.9929 -0.244
C -2.4478 -4.0422 -4.5336 -0.294
C 2.7137 -1.7293 -2.0426 -0.027
C 4.4399 -1.6930 2.4041 -0.108
C 2.9151 1.9322 2.3141 -0.052
C -0.8736 6.3038 3.3160 -0.419
C 8.1359 2.1764 -1.2753 -0.232
C -9.4938 -3.8637 1.3292 -0.111
C -10.2867 -5.1421 3.2968 -0.044
C 12.8568 2.5988 -4.8869 -0.088
C -5.0074 1.8632 -4.1593 -0.038
C 1.4512 2.5917 -5.2699 -0.286
C 4.2672 -2.6135 10.0562 -0.107
C 2.4862 2.7180 -6.4553 -0.200
C 3.2268 -3.2272 3.6628 -0.209
C -1.8709 -1.1021 -0.2664 -0.143
C -2.1227 -1.2490 1.2576 -0.191
C 10.4314 2.2132 -1.8215 -0.248
C -3.4713 3.5243 0.6875 -0.232
C -11.7179 -7.4991 5.8609 -0.108
C 3.5906 -3.9844 -1.2103 -0.042
C -5.8397 -3.6407 1.7472 -0.080
C 2.4345 -3.2716 -1.8921 -0.469
C 5.2851 1.9235 -3.3480 -0.180
C -1.7216 5.4304 -5.8283 -0.527
C -1.6390 0.6112 -1.9493 -0.186
C 4.3103 2.0732 1.7209 -0.475
C -1.1608 5.9581 4.7839 -0.047
C -1.6480 -4.9043 0.3485 -0.236
C -0.8010 5.4296 -7.0291 -0.049
C -0.2885 -5.4549 0.9689 -0.120
C 1.8825 -3.1090 7.2714 -0.155
C 2.9323 -3.7533 5.1142 -0.175
C 6.7526 2.4877 -1.6658 -0.189
C -0.9812 1.9690 -2.1647 -0.199
C -0.0277 -0.9320 2.3722 -0.072
C -1.0323 5.6311 -4.4806 -0.042
C -0.4594 5.0420 2.4179 -0.041
C 5.3347 2.1841 2.8503 -0.043
C 11.5571 2.8078 -2.7281 -0.193
C -5.9624 0.8616 -1.9743 -0.048
C 0.9241 3.3718 -1.7528 -0.077
C -8.2196 -3.2724 1.9729 -0.167
C -10.8669 -6.4603 3.9345 -0.227
C -1.2650 -3.1491 -4.0578 -0.223
C -5.5775 0.6226 -3.4038 -0.509
C -4.4041 4.5840 1.3093 -0.300
H 1.2327 -4.0163 -0.4432 0.028
H 1.6680 3.4442 -4.6262 0.102
H -2.7389 6.5304 -6.8725 0.091
H -0.9248 2.1900 -3.2306 0.088
H -12.6599 -7.8899 5.4764 0.089
H -5.5918 -3.6774 2.8080 0.102
H 2.3762 -4.6894 5.1653 0.113
H 8.8896 1.7363 -2.9877 0.114
H 0.3772 -0.1777 1.6976 0.077
H -1.1127 4.1933 2.6205 0.063
H 3.5235 -1.2367 2.0298 0.075
H 1.9452 -1.3127 -2.6937 0.064
H -1.2485 -4.7177 -0.6483 0.106
H 4.7729 -2.4131 1.6567 0.089
H -2.4360 4.6076 -5.8579 0.136
H -1.0397 6.9295 5.2633 0.076
H 2.7107 -1.2099 -1.0844 0.069
H -2.6074 0.5897 -2.4491 0.104
H -12.1036 -7.2353 6.8457 0.107
H -9.1578 -3.8978 0.2928 0.153
H -8.3884 -3.0244 3.0208 0.139
H -3.2553 -4.6016 -6.1810 0.093
H -2.4071 7.6229 2.9334 0.107
H 3.2931 -1.5608 7.8496 0.121
H -5.1301 -4.2146 1.1513 0.090
H -4.4919 5.5164 0.7516 0.119
H 4.6100 -3.7549 -1.5203 0.089
H -1.9259 -4.0506 0.9667 0.103
H 3.6703 -1.4784 -2.5010 0.073
H -3.3051 1.6186 0.5428 0.031
H -6.4171 1.8132 -1.6993 0.089
H -11.7209 -6.7481 3.3214 0.133
H -0.4510 -3.7675 -4.4360 0.123
H 6.1543 2.6471 -0.7688 0.104
H 2.1699 1.7594 1.5376 0.065
H 3.0287 1.0913 2.9983 0.071
H 2.3111 -3.6821 -2.8943 0.130
H -1.6199 2.7918 -1.8437 0.113
H 5.1740 -0.9222 2.6387 0.088
H 2.2929 3.6664 -6.9566 0.108
H -3.4440 -3.8157 -4.1536 0.108
H 5.6041 2.8424 -3.8398 0.085
H 3.5186 -4.0144 2.9677 0.118
H -2.8175 -1.2783 -0.7772 0.118
H -4.9021 -0.2279 -3.4966 0.127
H 13.4993 3.2835 -4.3332 0.071
H 0.3031 4.0852 -2.2946 0.067
H -0.3298 5.3531 5.1465 0.076
H -5.6013 2.7696 -4.0416 0.085
H -3.4046 -5.4806 -0.1437 0.076
H 0.8669 3.5663 -0.6819 0.083
H -10.1343 -7.2597 3.8234 0.130
H -10.9239 -4.2872 3.5227 0.142
H 12.3532 3.1981 -5.6454 0.081
H 4.2967 -1.5288 10.1596 0.085
H -0.3918 2.4886 -4.9257 0.058
H -0.0238 6.1756 -6.8631 0.093
H 2.3188 -2.7928 3.2447 0.082
H -0.2732 6.4087 -4.3960 0.089
H 4.9899 1.1716 -4.0798 0.088
H 3.4454 -5.0647 -1.2203 0.079
H -1.1967 5.4661 -8.0440 0.087
H -4.0190 2.2340 -3.8876 0.057
H 4.0586 3.7541 -6.3340 0.085
H -0.2071 -3.0091 -2.3009 0.033
H -8.0233 -2.3936 1.3586 0.141
H -0.3502 4.4374 -7.0434 0.057
H -2.4763 -0.3624 1.7840 0.117
H -6.1654 -0.0250 -4.9298 0.083
H 0.5973 -3.6817 1.6569 0.069
H 0.1736 -6.3970 0.6738 0.126
H 4.3525 2.9454 1.0685 0.123
H 4.0775 -3.0510 7.5772 0.103
H -1.3768 -2.2028 -4.5869 0.114
H 6.3425 2.1336 2.4380 0.079
H 11.2550 3.8444 -2.8774 0.113
H 10.6259 1.1762 -1.5476 0.122
H -11.1171 -8.3992 5.7305 0.099
H 4.3205 2.1059 -2.8744 0.071
H -8.8837 -5.6264 1.6831 0.153
H -0.4837 5.1647 1.3351 0.068
H 1.0519 -2.5474 7.6990 0.112
H 0.8292 -1.5187 2.7032 0.054
H -1.0761 -0.0982 -2.5559 0.111
H 5.1722 -3.0301 9.6141 0.088
H 2.5153 2.7793 2.8715 0.074
H 12.4707 2.9336 -2.1471 0.106
H -5.2651 0.4848 -1.2261 0.064
H -2.0643 5.4346 5.0963 0.087
H -0.2805 4.8544 -4.3405 0.037
H 0.5239 4.7344 2.7737 0.061
H 3.8096 -3.8129 5.7583 0.098
H 8.3906 2.7357 -0.3750 0.119
H 4.2077 -2.9539 11.0900 0.085
H -3.5902 3.5313 -0.3960 0.108
H -1.6989 5.7200 -3.6228 0.086
H -5.6612 -2.5838 1.5494 0.094
H 1.9316 3.3774 -2.1687 0.080
H 4.2593 1.2730 -0.1889 0.075
H 1.5854 1.7397 -4.6033 0.117
H -6.7623 0.1627 -1.7298 0.068
H 8.1843 1.1441 -0.9288 0.125
H -0.0545 7.0173 3.2263 0.130
H -0.9996 -1.7353 -0.4340 0.111
H -2.4500 3.7114 1.0193 0.090
H -2.3216 -5.0168 -4.0620 0.109
H 2.3144 -1.9264 5.5219 0.091
H -0.6731 0.7368 -0.2529 0.093
H -0.3156 -0.4327 3.2973 0.094
H -5.4380 4.2589 1.1929 0.118
H 6.8842 3.4689 -2.1218 0.123
H 13.6049 1.9284 -5.3100 0.081
H 5.2245 1.3796 3.5774 0.071
H 2.4772 1.9993 -7.2747 0.121
H -2.9163 -1.9843 1.3900 0.089
H -3.3988 5.4099 2.6824 0.042
H 10.5473 2.7502 -0.8801 0.115
H 3.4596 -3.8667 -0.1347 0.062
H -10.2776 -3.1496 1.5817 0.144
H 5.2393 3.0984 3.4360 0.085
H 1.7159 -4.1798 7.3884 0.116
H -9.3763 -4.9352 3.8594 0.144
H -4.9828 1.5573 -5.2052 0.075
H -0.5429 -5.6639 2.0079 0.107
```

As for the frontier orbital gap (spin up / spin down): 0.2704 / 0.0757 Ha. The multiplicity is 2. The HOMO energy (spin up / spin down) is -9.880 / -9.880 eV. The energy is -3663.3170 hartree. The charge is +1.